Below is a gas-phase ion, C5H11NO (charge +1) in a non-equilibrium geometry, with properties calculated with wB97M-V/def2-TZVPD.

Structure (XYZ):
```
18
Properties=species:S:1:pos:R:3:forces:R:3
C 2.714 -0.624 -0.604 1.22 0.05 -0.55
C 1.530 0.267 -0.584 0.62 -0.18 -1.35
N 0.385 -0.147 0.124 -0.07 0.36 0.18
C -1.364 0.895 1.412 0.80 0.71 0.78
C -0.882 0.494 0.003 -0.55 -0.82 0.95
C -1.861 -0.594 -0.527 -1.82 0.24 -0.70
O 1.461 1.288 -1.226 -0.35 0.09 0.34
H 2.850 -1.245 -1.497 -0.97 0.08 -0.14
H 3.585 0.018 -0.744 0.02 0.15 0.56
H 2.852 -1.295 0.219 -0.07 -0.12 0.72
H 0.510 -0.925 0.771 -0.28 -0.08 0.00
H -2.359 1.319 1.393 -0.24 -0.07 -0.33
H -1.350 0.073 2.122 -0.14 -0.31 -0.16
H -0.698 1.656 1.831 -0.05 0.02 -0.16
H -0.760 1.348 -0.645 -0.04 0.05 -0.22
H -2.784 -0.764 0.035 0.67 0.12 1.14
H -1.421 -1.565 -0.688 0.19 -0.10 -0.46
H -2.407 -0.198 -1.394 1.06 -0.19 -0.61
```
Forces are in eV/Å.

As for the spin multiplicity: 2. The charge is +1. For the energy above the lowest of the compared OMol25 structures with the same formula, charge and spin, the calculation gives 132.3 kJ/mol. The calculation puts the HOMO energy (alpha / beta) at -16.242 / -16.000 eV. As for the expectation value of S²: 0.77. Its total energy is -326.77369 Eh. As for the gap between HOMO and LUMO (alpha / beta): 12.87 / 7.23 eV. The calculation puts the LUMO energy (alpha / beta) at -3.3720 / -8.7661 eV.

These are the natural (NBO) partial charges, in e, on atoms 1 to 8: C -0.76; C 0.62; N -0.19; C -0.59; C -0.10; C -0.62; O -0.38; H 0.29

---

Below is 9 unconnected molecules or ions with the total composition C30H60O30S3 in a non-equilibrium geometry, with properties calculated with wB97M-V/def2-TZVPD.

Structure (XYZ):
```
123
Properties=species:S:1:pos:R:3:forces:R:3
O 6.441 -2.752 1.307 -0.99 0.08 0.46
S 5.145 -2.641 1.905 -0.43 0.35 -0.12
O 4.521 -3.803 2.497 0.72 1.71 -0.45
O 5.189 -1.321 2.884 0.04 -1.08 0.01
C 3.945 -0.623 2.749 -0.64 -0.42 -0.45
C 3.732 -0.644 1.229 1.44 0.78 1.59
O 4.080 -1.968 0.872 -0.03 -1.62 0.07
H 3.151 -1.177 3.255 0.00 -0.11 -0.02
H 3.967 0.370 3.189 0.55 0.04 -0.11
H 4.553 -0.059 0.806 -0.72 0.74 -0.30
H 2.712 -0.340 1.019 0.06 -0.42 -0.69
O 0.995 -1.719 -0.250 -1.21 0.14 0.80
S -0.276 -1.039 -0.198 0.95 0.83 -2.14
O -1.501 -1.748 -0.459 1.36 1.06 0.66
O -0.366 -0.042 1.038 -0.14 -1.41 0.78
C -0.044 1.334 0.752 -0.68 0.02 -0.68
C 0.594 1.234 -0.625 0.27 1.21 -0.41
O -0.092 0.191 -1.289 -0.67 -1.47 0.75
H -1.017 1.829 0.735 0.16 0.25 -0.14
H 0.575 1.764 1.534 0.17 -0.34 0.01
H 1.674 1.077 -0.544 -0.06 -0.38 -0.08
H 0.441 2.094 -1.277 -0.02 0.18 0.34
O 4.344 2.713 0.624 -0.40 1.00 0.64
S 3.677 3.807 1.271 0.57 -0.38 0.13
O 2.242 3.833 1.215 1.05 0.54 0.02
O 4.189 3.911 2.800 -0.54 -0.93 -0.33
C 4.760 5.181 3.102 -0.99 1.00 0.37
C 5.355 5.586 1.770 0.65 -0.41 0.77
O 4.332 5.228 0.847 -1.04 -0.84 -0.51
H 3.960 5.867 3.405 -0.09 -0.05 -0.24
H 5.381 5.100 3.991 0.52 -0.34 -0.44
H 6.234 4.952 1.630 0.12 0.30 -0.45
H 5.561 6.643 1.642 0.03 -0.03 0.03
C 2.220 3.341 -6.269 0.54 -0.31 0.46
C 1.603 2.821 -4.982 -0.22 0.12 -0.31
O 1.437 1.412 -5.165 0.58 -1.01 -0.68
C 0.427 0.786 -4.586 -1.29 1.05 -0.05
O -0.419 1.369 -3.945 -0.06 -0.45 0.53
O 0.418 -0.489 -4.932 0.67 0.08 -0.57
C -0.303 -1.486 -4.209 0.82 0.06 0.76
H 3.242 2.984 -6.408 -0.14 -0.29 -0.15
H 2.287 4.427 -6.293 -0.35 0.03 0.06
H 1.554 2.955 -7.039 0.30 0.27 -0.37
H 0.630 3.313 -4.933 0.01 -0.22 0.73
H 2.200 2.889 -4.071 -0.08 0.68 -0.07
H 0.085 -2.402 -4.646 -0.55 -0.15 -0.11
H -1.386 -1.392 -4.209 0.03 0.14 -0.36
H 0.059 -1.472 -3.180 -0.24 0.02 0.08
C 7.078 1.927 -6.527 0.68 -0.80 -0.76
C 6.170 2.243 -5.348 2.63 0.03 -0.67
O 5.233 1.211 -5.163 -0.61 0.05 -0.62
C 4.921 0.870 -3.922 -0.15 0.75 1.56
O 5.354 1.386 -2.913 -0.02 -0.08 -0.47
O 4.024 -0.095 -3.946 -0.57 -0.40 -0.87
C 3.308 -0.408 -2.749 -0.47 -0.64 -0.54
H 7.912 2.633 -6.508 -0.20 0.21 -0.15
H 6.660 1.892 -7.536 -0.46 0.52 0.22
H 7.571 0.950 -6.480 -0.21 -0.04 0.59
H 5.843 3.269 -5.531 -1.15 -0.30 0.44
H 6.891 2.279 -4.531 -0.57 0.04 0.49
H 3.909 -0.070 -1.913 -0.40 -0.24 0.38
H 3.048 -1.467 -2.803 1.07 -0.29 0.37
H 2.269 -0.066 -2.796 0.36 1.19 0.09
C -8.294 -2.168 -4.279 -0.50 -0.34 -1.04
C -7.644 -0.798 -4.161 -0.94 -1.36 0.19
O -6.290 -1.011 -3.776 0.37 -0.42 0.15
C -5.626 0.060 -3.361 -0.25 -0.02 -0.28
O -6.100 1.156 -3.296 0.02 0.88 0.13
O -4.382 -0.284 -3.054 0.29 -0.61 -0.49
C -3.468 0.793 -2.900 0.05 0.71 0.70
H -8.436 -2.775 -3.387 0.30 0.36 0.29
H -7.803 -2.780 -5.041 0.35 0.02 0.22
H -9.287 -2.031 -4.722 -0.09 0.18 0.26
H -8.200 -0.234 -3.415 0.33 0.41 -0.07
H -7.708 -0.357 -5.155 0.26 0.49 0.19
H -2.510 0.393 -2.579 -0.13 -0.20 -0.01
H -3.874 1.461 -2.136 0.22 0.11 -0.05
H -3.309 1.366 -3.813 -0.21 -0.20 -0.12
C -2.120 -5.655 4.811 -0.10 -0.63 -0.49
C -2.620 -4.618 5.797 -0.69 -1.68 -0.55
O -1.886 -3.422 5.691 0.54 0.99 0.48
C -2.361 -2.446 4.903 -0.71 -0.87 -0.17
O -3.371 -2.555 4.262 -0.15 0.42 -0.39
O -1.556 -1.405 4.961 0.66 -0.17 1.18
C -1.680 -0.322 4.074 -0.52 -0.29 -2.14
H -1.090 -5.971 4.978 0.08 0.28 -0.06
H -2.272 -5.349 3.775 0.33 0.38 0.07
H -2.722 -6.569 4.854 -0.07 0.08 0.43
H -2.528 -5.022 6.804 0.31 0.44 0.16
H -3.691 -4.545 5.600 0.08 0.83 0.08
H -1.094 -0.553 3.181 0.52 0.21 0.36
H -1.324 0.593 4.527 -0.11 -0.12 0.25
H -2.666 -0.231 3.605 -0.33 0.07 0.88
C 2.543 -0.232 7.632 -0.01 1.45 -0.72
C 1.935 0.026 6.248 0.10 -1.39 -0.86
O 1.802 1.437 6.016 -0.11 0.28 1.16
C 1.241 1.853 4.895 -0.02 -0.73 -0.33
O 0.984 1.159 3.937 0.08 0.29 -0.08
O 1.017 3.144 5.029 -0.08 0.86 0.15
C 0.332 3.898 4.035 -0.34 0.03 -0.94
H 1.895 0.131 8.428 -0.01 0.19 -0.07
H 3.433 0.398 7.556 0.22 -0.18 0.81
H 2.823 -1.244 7.906 -0.08 -0.20 -0.65
H 0.997 -0.499 6.059 -0.24 0.31 0.21
H 2.593 -0.313 5.443 0.20 -0.32 0.27
H -0.343 3.318 3.404 -0.07 -0.45 0.42
H 0.993 4.367 3.307 0.46 -0.02 0.36
H -0.247 4.667 4.538 0.09 -0.05 0.21
C -4.412 -1.984 0.951 0.61 0.37 -0.76
C -5.339 -1.397 -0.106 -1.04 -0.95 0.44
O -6.728 -1.793 0.134 -0.04 1.78 0.47
C -7.253 -2.937 -0.158 -0.04 -1.21 -0.22
O -8.438 -3.124 -0.244 -0.05 0.04 -0.05
O -6.316 -3.906 -0.307 -0.59 0.38 -0.39
C -6.774 -5.154 -0.814 0.57 -1.03 -0.12
H -4.799 -2.165 1.952 -0.56 0.03 -0.21
H -3.581 -1.292 1.096 0.17 -0.16 -0.14
H -4.038 -2.904 0.510 0.26 -0.13 0.50
H -5.132 -1.766 -1.108 0.50 0.15 0.05
H -5.412 -0.313 -0.124 0.13 0.02 0.12
H -6.369 -5.896 -0.125 -0.04 -0.15 -0.19
H -6.353 -5.313 -1.809 0.21 0.10 0.09
H -7.842 -5.330 -0.916 -0.12 0.75 0.43
```
Forces are in eV/Å.

For the energy above the lowest of the compared OMol25 structures with the same formula, charge and spin, the calculation gives 166.9 kJ/mol. The calculation puts the HOMO energy at -10.194 eV. Its total energy is -4630.78007 Eh. As for the gap between HOMO and LUMO: 10.14 eV. As for the SMILES: O=S1(=O)OCCO1.O=S1(=O)OCCO1.O=S1(=O)OCCO1.CCOC(=O)OC.CCOC(=O)OC.CCOC(=O)OC.CCOC(=O)OC.CCOC(=O)OC.CCOC(=O)OC. The calculation puts the LUMO energy at -0.0513 eV.

These are the Mulliken partial charges, in e, on atoms 1 to 8: O -0.56; S 1.13; O -0.56; O -0.43; C -0.25; C 0.65; O -0.24; H 0.23

---

Below is 2 unconnected molecules or ions with the total composition C2HBrNO4 in a non-equilibrium geometry, with properties calculated with wB97M-V/def2-TZVPD.

Structure (XYZ):
```
9
Properties=species:S:1:pos:R:3:forces:R:3
C 0.979 -1.951 -0.796 -5.08 0.12 -1.16
C -0.682 1.816 0.608 0.89 -3.12 0.54
N -0.290 0.322 0.704 0.44 3.17 -0.09
O -0.165 -1.942 -1.098 1.45 -0.23 0.17
O -0.964 -0.427 1.409 0.00 0.15 -0.28
O 2.075 -2.184 -0.641 3.42 -0.48 0.59
O 0.821 -0.014 0.245 -0.23 0.19 0.40
Br -0.029 2.645 -1.011 -0.04 -0.14 -0.01
H -1.744 1.734 0.580 -0.86 0.33 -0.16
```
Forces are in eV/Å.

The charge is -1. For the energy above the lowest of the compared OMol25 structures with the same formula, charge and spin, the calculation gives 0.0 kJ/mol. The calculation puts the HOMO energy at -3.612 eV. Its total energy is -3006.50264 Eh. As for the gap between HOMO and LUMO: 7.15 eV. The calculation puts the LUMO energy at 3.5405 eV.

These are the natural (NBO) partial charges, in e, on atoms 1 to 8: C 1.06; C -0.48; N 0.48; O -0.57; O -0.47; O -0.54; O -0.53; Br -0.10

---

Below is 2 unconnected molecules or ions with the total composition C4H8N3O in a non-equilibrium geometry, with properties calculated with wB97M-V/def2-TZVPD.

Structure (XYZ):
```
16
Properties=species:S:1:pos:R:3:forces:R:3
C -0.694 0.740 -0.284 -1.57 -0.36 1.38
C 0.905 -2.134 -0.547 -0.64 -4.31 -2.03
C -2.915 0.034 0.396 -2.72 -1.73 3.08
C 0.347 1.555 -0.563 -1.60 0.15 0.27
N -1.743 0.284 0.189 4.82 2.67 -2.56
N 1.618 -1.480 0.233 0.53 2.75 0.47
N 0.952 2.399 0.312 1.85 -1.12 -0.63
O 1.640 -0.210 0.448 0.54 -0.84 0.37
H 1.161 -3.213 -0.635 -0.12 0.83 0.48
H 0.171 -1.906 -1.275 -0.58 1.43 -0.09
H -3.684 -0.142 -0.286 -0.66 -0.06 -1.73
H -3.211 -0.215 1.420 0.17 0.41 -0.03
H 0.563 1.574 -1.621 0.60 0.24 -0.08
H 2.302 -2.035 0.691 1.03 -0.40 1.06
H 2.014 2.311 0.271 -1.88 0.58 0.15
H 0.574 2.438 1.252 0.23 -0.25 -0.10
```
Forces are in eV/Å.

The charge is +1. For the energy above the lowest of the compared OMol25 structures with the same formula, charge and spin, the calculation gives 710.2 kJ/mol. The calculation puts the HOMO energy at -12.809 eV. Its total energy is -396.26575 Eh. As for the gap between HOMO and LUMO: 7.97 eV. The calculation puts the LUMO energy at -4.8360 eV.

These are the natural (NBO) partial charges, in e, on atoms 1 to 8: C 0.30; C -0.14; C -0.05; C 0.11; N -0.24; N -0.03; N -0.71; O -0.60